The following is a DFT calculation (ωB97M-V with the def2-TZVPD basis set) of a 9-piece molecular cluster, C42H107N5O14 overall at a distorted geometry.

```
168
Properties=species:S:1:pos:R:3:forces:R:3
C 4.841862 -0.450637 0.838861 0.5 -0.1 -0.5
C 3.848604 -0.717298 -0.301364 -0.6 -0.1 0.5
C 3.639977 0.507186 -1.181593 0.2 0.0 0.8
O 4.267881 -1.766162 -1.157879 0.2 -0.4 -0.2
H 5.867648 -0.128016 0.466467 -1.4 -0.3 0.3
H 4.979820 -1.341743 1.477358 -0.1 0.4 -0.3
H 4.379963 0.346307 1.423561 0.3 0.1 0.3
H 2.847731 -1.003714 0.134811 0.8 0.2 -0.1
H 3.152437 0.188680 -2.078413 -0.1 -0.1 -0.8
H 4.612666 0.976362 -1.365515 -0.2 0.0 -0.2
H 2.960673 1.224463 -0.710340 0.3 0.0 0.1
H 4.220293 -2.616992 -0.703296 0.0 0.3 0.1
C -5.125084 1.169936 -3.649227 -1.3 -1.3 0.8
C -4.375755 1.455204 -2.367661 0.6 0.6 -0.2
C -5.132284 0.956019 -1.142721 -1.0 0.4 0.2
O -3.113564 0.814067 -2.406704 0.3 -0.1 0.3
H -6.072170 1.714323 -3.518993 -0.1 -0.4 -0.5
H -5.302826 0.055041 -3.614304 -0.2 1.0 -0.4
H -4.688081 1.412114 -4.611721 0.5 0.3 0.2
H -4.174994 2.535506 -2.306166 0.0 -0.2 0.2
H -4.625197 1.231433 -0.178322 -0.5 -0.3 -1.0
H -5.319950 -0.130389 -1.211107 0.5 0.2 0.1
H -6.170555 1.352909 -1.175948 0.6 0.1 0.3
H -3.346424 -0.123042 -2.333546 0.7 -0.3 -0.3
C 1.894942 0.748826 -5.656984 -0.1 -0.3 0.0
C 1.141532 1.142103 -4.392527 -0.9 -0.6 -0.3
C -0.206849 1.737172 -4.799072 -0.9 -2.2 0.0
O 0.915396 -0.088837 -3.627580 0.7 1.2 -0.7
H 1.286864 0.204582 -6.399606 -0.1 0.1 0.5
H 2.687235 0.077421 -5.359302 0.5 -0.1 -0.1
H 2.282903 1.616669 -6.182109 0.2 0.2 0.1
H 1.725976 1.903056 -3.835584 -0.1 -0.6 0.1
H -0.057838 2.605293 -5.366746 0.2 1.6 -0.7
H -0.942132 1.910370 -3.988732 0.6 0.0 -0.3
H -0.662817 0.993176 -5.524995 0.3 0.7 0.9
H 0.465749 0.216459 -2.833012 -0.2 0.0 0.6
C -0.697375 -1.128022 -0.406644 0.5 0.3 -0.4
C -0.808485 0.382695 -0.123962 -0.1 -1.0 -1.3
C 0.072771 0.785018 1.018174 0.5 -0.8 0.4
O -0.501679 1.114714 -1.346987 0.5 -0.1 1.2
H 0.329672 -1.506489 -0.569246 -0.2 0.5 0.3
H -1.238447 -1.403813 -1.311409 -0.2 0.3 0.1
H -1.133169 -1.643195 0.430194 -0.2 -0.5 0.4
H -1.852382 0.535810 0.138390 -0.2 0.4 -0.1
H 0.109727 -0.051987 1.754613 -0.3 0.8 -0.4
H -0.243276 1.701211 1.519389 0.2 0.0 -0.1
H 1.097062 0.837235 0.642642 0.1 0.4 0.1
H -1.334285 1.232095 -1.811398 -0.6 -0.1 -0.2
C 8.106352 7.043284 1.696005 1.4 0.4 0.7
O 6.856356 6.772238 1.223095 -1.5 -0.8 -0.8
C 6.963598 6.132685 -0.038583 1.1 0.1 -0.4
C 5.605372 5.836674 -0.601172 0.0 0.2 1.1
N 4.953079 4.868895 0.276963 0.2 -1.1 -1.8
C 3.623425 4.488058 -0.224887 0.3 0.6 0.8
C 2.875553 3.542221 0.707031 -0.6 1.4 -1.8
O 2.617694 4.128752 1.909829 -0.4 0.0 2.3
C 1.601664 5.084457 1.957886 -0.3 0.7 -1.3
H 7.988396 7.579826 2.646612 0.3 -0.2 -0.2
H 8.644927 7.673836 0.969154 0.1 0.1 0.3
H 8.708681 6.119094 1.827684 -0.2 0.4 0.2
H 7.517450 5.165951 0.044374 -0.2 0.5 0.2
H 7.599696 6.801009 -0.677721 -0.7 -0.5 0.1
H 5.729260 5.498057 -1.620434 -0.3 -0.2 -0.3
H 5.012939 6.745622 -0.543891 -0.1 0.6 -0.7
H 5.019872 5.289421 1.176065 -0.8 -0.1 1.0
H 3.676605 3.996785 -1.175965 0.6 -0.4 -0.7
H 3.037813 5.384213 -0.456415 -0.4 0.2 0.2
H 3.478026 2.703180 0.907482 0.7 -1.2 0.1
H 1.929946 3.254329 0.213149 0.2 -0.2 0.0
H 1.977908 6.023799 1.495277 -0.5 -0.3 0.2
H 1.368587 5.282627 2.989827 0.0 0.0 0.4
H 0.648394 4.784657 1.428241 0.9 0.0 0.4
C 3.243697 2.819256 4.950240 0.3 0.4 -2.2
O 2.241819 1.899255 5.191754 -2.2 -0.3 -0.2
C 1.058223 2.098129 4.363847 1.1 0.7 0.3
C -0.109067 1.369749 4.924971 -1.0 -1.1 1.3
N -0.747019 2.054291 6.104791 0.7 -0.1 -1.2
C -1.998330 1.457347 6.565803 -0.4 -0.4 -0.6
C -3.259991 2.004049 5.845454 0.6 0.4 0.0
O -3.513390 3.355175 6.133259 -0.3 0.6 0.9
C -3.211281 4.316825 5.165378 0.5 -1.1 -1.3
H 2.834449 3.833950 4.736796 0.4 -0.5 0.3
H 3.839681 2.500229 4.045670 -0.4 0.5 0.7
H 3.881760 2.816918 5.792746 0.7 0.2 0.9
H 1.263446 1.796693 3.324534 0.1 -0.2 0.3
H 0.788037 3.178422 4.300878 0.4 -0.4 0.2
H 0.095296 0.279561 5.153937 0.1 1.2 -0.2
H -0.837055 1.326675 4.133504 -0.6 0.0 -0.4
H -0.009206 2.081465 6.789980 -0.3 0.0 0.6
H -2.124219 1.562256 7.660496 0.1 0.1 -0.6
H -2.055548 0.382572 6.317877 0.3 -0.1 0.3
H -4.134710 1.471765 6.240192 0.2 -0.2 -0.3
H -3.191508 1.876046 4.741528 0.0 -0.2 0.5
H -2.134191 4.363113 4.966677 0.0 0.0 0.0
H -3.537039 5.288147 5.466609 -0.4 0.5 0.5
H -3.725635 4.050523 4.215411 0.2 0.3 0.3
C 4.187811 -2.414758 -4.433562 -0.7 -0.7 0.3
O 3.104002 -2.919718 -5.166979 0.0 -0.2 -1.4
C 1.970521 -3.332960 -4.483242 -0.9 0.1 1.1
C 1.729221 -4.852124 -4.596005 0.6 0.0 -0.6
N 0.475247 -5.289743 -4.025013 -0.7 0.3 -0.2
C 0.272151 -5.138888 -2.607565 1.5 0.9 -0.2
C 1.245923 -5.936905 -1.768917 0.2 -0.8 -0.6
O 0.910892 -5.996581 -0.409969 -0.3 0.8 0.6
C 1.095704 -4.783505 0.295962 0.3 0.4 -0.4
H 3.850744 -1.629195 -3.781345 0.1 0.5 0.4
H 4.899635 -2.054507 -5.152985 0.4 0.2 -0.2
H 4.602716 -3.223895 -3.836948 0.4 0.0 0.3
H 1.110022 -2.788323 -4.853687 -0.4 0.0 -0.5
H 1.985441 -2.971954 -3.435728 0.4 -0.5 -0.1
H 2.606478 -5.346795 -4.153011 0.1 -0.1 -0.1
H 1.704140 -5.143250 -5.671257 0.1 0.4 0.7
H 0.200767 -6.211937 -4.309193 0.2 -0.2 -0.3
H -0.725757 -5.332574 -2.342814 -1.4 -0.6 0.3
H 0.403797 -4.078565 -2.402390 0.1 0.2 0.3
H 2.264558 -5.595090 -2.050983 -0.1 0.1 0.9
H 1.247360 -6.992767 -2.049692 -0.2 0.0 -0.4
H 0.697052 -4.837413 1.297295 -0.1 -0.5 0.2
H 0.675481 -3.864083 -0.139401 -0.3 -0.5 -0.4
H 2.154853 -4.607629 0.347958 0.8 0.2 0.3
C -2.012474 -1.800293 -4.398716 0.0 -0.9 -0.5
O -2.811267 -1.893945 -3.250043 -1.4 1.4 0.0
C -2.700015 -3.113970 -2.602008 1.1 -0.8 -0.4
C -3.773396 -3.308596 -1.542084 0.7 0.2 -0.8
N -5.020180 -3.405363 -2.311293 0.0 -0.8 1.8
C -6.219449 -3.224916 -1.510512 -0.5 0.9 -0.1
C -7.372848 -2.938107 -2.434929 -0.2 0.7 1.3
O -7.123152 -1.702061 -3.065617 0.8 -0.6 0.5
C -7.975324 -1.566004 -4.135097 -1.7 -0.8 -0.1
H -2.262935 -2.672189 -5.073829 0.5 1.0 0.4
H -0.958078 -1.772776 -4.133848 0.3 -0.4 0.0
H -2.186532 -0.847206 -4.865526 -0.5 0.3 -0.3
H -1.678800 -3.086485 -2.207883 -0.1 -0.8 0.4
H -2.781982 -3.910190 -3.388074 0.1 0.2 0.8
H -3.756861 -2.412475 -0.839034 0.0 -1.2 -0.4
H -3.478088 -4.274851 -1.057873 -0.7 0.9 0.1
H -4.990233 -2.637419 -2.942783 -0.1 0.7 -0.8
H -6.129242 -2.360265 -0.795462 0.0 -0.6 -0.3
H -6.591834 -4.081918 -0.959020 0.8 -0.5 0.3
H -8.293732 -2.853157 -1.807979 0.3 -0.1 -0.5
H -7.483355 -3.738437 -3.161064 0.0 -0.2 -0.2
H -9.013909 -1.536434 -3.738003 0.2 0.4 -0.4
H -7.982147 -2.482823 -4.766506 0.4 0.7 -0.1
H -7.704915 -0.665597 -4.642778 -0.1 0.4 -0.6
C 3.336221 -1.698497 4.255458 -1.1 -1.2 1.0
O 2.036425 -2.324510 4.246803 1.3 0.0 1.0
C 1.205315 -1.692678 3.358138 -0.2 0.6 -1.0
C -0.159610 -2.289940 3.385655 -1.7 -0.2 0.0
N -1.039886 -1.935627 4.554717 1.8 -0.1 -0.2
C -2.329088 -2.604525 4.624658 0.2 -0.4 0.8
C -3.398429 -1.857939 3.895387 -0.5 0.8 -1.2
O -3.092181 -1.802744 2.469829 -0.4 0.1 1.0
C -3.734846 -0.712206 1.820623 1.0 0.2 1.1
H 3.275686 -0.672417 4.571390 -0.1 0.6 0.5
H 3.731588 -1.673225 3.268811 0.6 -0.3 -1.0
H 3.917129 -2.318971 4.947266 0.2 0.4 -0.3
H 1.631156 -1.789194 2.340296 -0.3 -0.1 -0.1
H 1.176818 -0.624581 3.531907 -0.1 0.5 0.3
H -0.017618 -3.356935 3.325194 0.0 -0.8 0.1
H -0.697682 -2.059008 2.470447 0.0 0.3 0.0
H -0.464087 -2.215955 5.353834 -0.5 0.2 0.0
H -2.649562 -2.645453 5.679514 0.2 0.3 -0.2
H -2.289933 -3.668608 4.372831 0.0 -0.1 -0.6
H -3.455535 -0.815264 4.278699 0.2 -0.4 -0.1
H -4.408724 -2.293719 4.054428 0.5 0.0 -0.2
H -4.792563 -0.717437 2.022060 -0.7 -0.1 -0.1
H -3.518597 -0.836065 0.772009 -0.1 0.2 -0.4
H -3.333538 0.269004 2.203808 -0.2 -0.7 -0.4
```
Forces are in eV/Å.

Values from the calculation:
- ΔE to the lowest compared entry with this formula, charge and spin (kJ/mol) = 171.7
- HOMO level (eV) = -8.37
- F_max (eV/A) = 2.40
- orbital gap (Ha) = 0.327
- molecular weight (g mol⁻¹) = 906.34

Here are the Löwdin charges for atoms 1 to 6, given in e:
1 C -0.05
2 C -0.49
3 C -0.04
4 O -0.06
5 H 0.11
6 H 0.06